# 1
96
Properties=species:S:1:pos:R:3:forces:R:3:mulliken_charge:R:1 method="wB97M-V/def2-TZVPD" total_charge=+1 e_tot_ha=-3540.86910 gap_ev=8.5205 max_force_ev_per_a=2.5
C -1.9995 5.5206 2.3868 -0.163 0.341 0.164 -0.66
O -1.6593 5.4958 1.0204 0.433 -0.056 0.283 -0.44
C -1.1926 4.2504 0.5406 0.180 0.067 -0.513 0.35
C -0.1405 4.4871 -0.5588 -0.668 0.081 -0.029 -0.84
C -0.4137 3.7505 -1.8904 0.641 0.443 0.017 -0.93
C 0.6728 2.7425 -2.2952 -0.392 -0.303 -0.369 -0.53
C 0.3807 1.2828 -1.9223 0.413 0.172 0.683 -0.47
C -0.2558 1.1507 -0.5353 -0.223 -0.510 -0.751 1.22
C -0.5035 -0.3240 -0.2290 -0.339 -0.012 -0.125 -1.02
C -1.0253 -0.6326 1.2080 0.947 1.166 -0.189 -0.52
N -1.5454 0.5705 1.8155 -0.377 -0.256 0.316 0.03
N -2.0481 -1.7488 1.1001 0.200 -0.007 0.040 0.36
P -3.7145 -1.3704 0.2707 -1.299 -0.003 0.801 0.10
O -3.4785 0.0436 -0.4191 0.133 -0.214 -0.281 -0.25
O -3.6423 -2.3661 -0.9991 0.543 0.067 0.161 -0.51
C -2.3602 -2.4199 2.4169 0.073 -0.276 -0.159 -1.24
C -1.5877 -1.9069 3.6376 0.464 0.548 1.785 0.01
N -2.4142 -0.8811 4.2742 -1.800 -0.458 -1.649 -0.31
C -3.2241 -1.2278 5.2075 0.740 0.132 0.526 0.82
C -2.7779 -1.8510 6.5058 -0.152 -0.645 -0.635 -1.34
C -4.6966 -0.9787 5.0868 0.107 0.834 0.326 -1.27
O -0.2822 -1.4552 3.4117 -0.360 0.520 -0.095 -0.29
C 0.1410 -1.1531 2.0811 0.712 -0.867 -0.399 0.43
C 0.7475 -2.4678 1.5217 -0.441 0.038 0.248 -1.64
C 1.7338 -3.1381 2.4837 -0.240 -0.634 -0.269 -1.44
N 1.0155 -4.0577 3.3976 0.296 0.274 0.146 -0.43
C 1.2289 -0.0701 2.2485 0.177 -0.019 -0.121 -1.76
C 2.4341 -0.1607 1.2959 0.600 0.600 1.006 0.30
C 3.0651 1.1961 1.0818 0.091 -0.378 -0.599 -0.05
F 2.8651 2.1680 1.9780 -0.345 0.210 -0.065 -0.39
C 3.7940 1.4131 -0.0024 -0.628 0.064 0.706 0.29
F 4.1568 2.5590 -0.5137 0.514 0.104 0.043 -0.31
F 4.1707 0.3673 -0.7233 0.020 0.081 -0.723 -0.18
H -1.7682 6.5113 2.7776 0.010 0.061 -0.073 0.27
H -3.0696 5.3581 2.5472 -0.023 -0.205 -0.045 0.26
H -1.4268 4.7997 2.9746 0.013 -0.122 -0.061 0.29
H -0.7471 3.6539 1.3408 -0.237 -0.038 0.185 -0.15
H -2.0386 3.7095 0.1022 -0.044 -0.215 0.190 0.12
H 0.8596 4.2677 -0.1859 0.049 -0.052 0.009 0.31
H -0.1759 5.5588 -0.7489 0.097 0.056 0.033 0.53
H -0.4452 4.5128 -2.6685 -0.092 -0.026 -0.084 0.42
H -1.4052 3.2975 -1.8791 -0.022 -0.106 -0.047 0.43
H 0.7762 2.7921 -3.3807 0.165 -0.090 -0.034 0.18
H 1.6365 3.0345 -1.8751 -0.010 0.144 0.074 0.22
H -0.2416 0.8037 -2.6770 -0.069 0.007 -0.021 0.50
H 1.3342 0.7405 -1.8850 0.009 -0.103 -0.271 -0.32
H -1.2395 1.6084 -0.5953 0.088 0.372 0.478 0.42
H 0.3636 1.6386 0.2129 -0.123 0.112 0.124 -0.60
H 0.3908 -0.8974 -0.4512 -0.006 -0.136 0.039 -0.78
H -1.2441 -0.6393 -0.9678 0.057 -0.221 0.013 1.09
H -1.2430 0.6452 2.7790 -0.103 -0.150 0.074 0.58
H -2.5542 0.6233 1.8660 -0.007 0.081 -0.216 0.45
H -1.6078 -2.4533 0.5046 0.077 0.087 -0.072 0.96
H -3.7182 0.0707 -1.3590 0.195 0.126 -0.059 0.34
H -3.9292 -3.2528 -0.7376 -0.188 -0.062 -0.315 0.35
H -2.1988 -3.4898 2.2918 0.258 0.006 -0.035 0.24
H -3.4199 -2.2889 2.6195 -0.037 0.119 0.018 0.56
H -1.5226 -2.7501 4.3367 0.272 -0.286 -0.263 0.63
H -3.0640 -1.1390 7.2805 0.121 0.032 0.082 0.44
H -1.7030 -2.0051 6.5049 0.037 -0.054 0.174 0.37
H -3.3100 -2.7800 6.7182 0.033 -0.037 0.116 0.34
H -5.2154 -0.9683 6.0431 -0.007 0.000 0.042 0.41
H -5.0987 -1.8071 4.4975 0.008 -0.016 -0.058 0.27
H -4.8915 -0.0487 4.5558 -0.042 -0.034 -0.125 0.33
H 1.1598 -2.3534 0.5247 0.219 0.024 0.044 0.59
H -0.0466 -3.2154 1.4312 -0.032 -0.018 -0.105 0.64
H 2.3126 -2.4118 3.0473 0.004 0.057 0.053 0.47
H 2.4231 -3.7297 1.8803 0.189 0.204 -0.055 0.34
H 1.2661 -5.0131 3.1761 -0.033 -0.032 -0.037 0.27
H 1.3592 -3.9043 4.3374 -0.182 -0.044 0.094 0.24
H 1.6014 -0.1792 3.2651 -0.044 -0.002 0.068 0.93
H 0.8184 0.9337 2.1953 -0.279 -0.045 0.028 0.41
H 3.1988 -0.7746 1.7750 -0.090 -0.412 -0.262 1.08
H 2.2066 -0.5595 0.3161 -0.027 -0.130 -0.016 -0.51
C 1.4744 2.4186 -7.1650 0.331 -0.131 0.123 -0.27
C 1.2259 1.2729 -8.1234 -0.152 0.236 -0.329 -0.36
O 0.4188 0.3548 -7.3668 0.197 0.043 0.266 -0.32
S -0.5287 1.1650 -6.3710 0.123 0.114 -0.258 1.00
O -1.8130 1.3138 -6.9474 -0.128 0.021 0.137 -0.58
O -0.3707 0.6244 -5.0666 -0.054 -0.140 0.058 -0.39
O 0.2325 2.5660 -6.4596 -0.092 -0.062 -0.153 -0.31
H 2.2552 2.1754 -6.4419 0.008 -0.004 -0.016 0.24
H 1.7251 3.3455 -7.6721 -0.197 0.086 0.053 0.34
H 2.1410 0.7857 -8.4460 -0.055 -0.194 0.124 0.31
H 0.6558 1.5938 -8.9966 0.022 0.025 0.002 0.30
C 4.5096 -2.3069 -2.5159 0.240 0.020 -0.393 -0.11
C 3.2214 -2.4032 -3.3046 -0.252 0.276 0.264 -0.02
O 2.9303 -3.8069 -3.3377 0.285 -0.095 0.013 -0.34
S 3.4316 -4.4911 -1.9811 0.044 0.277 -0.167 1.05
O 2.3380 -4.5894 -1.0767 -0.030 -0.054 0.156 -0.47
O 4.2241 -5.6145 -2.3081 -0.107 -0.162 0.028 -0.55
O 4.3651 -3.2927 -1.4829 -0.239 0.070 0.048 -0.31
H 5.3759 -2.5615 -3.1285 -0.015 -0.042 0.005 0.36
H 4.6506 -1.3269 -2.0764 0.011 -0.082 0.198 0.10
H 3.3125 -2.0109 -4.3129 -0.031 -0.237 -0.099 0.34
H 2.3984 -1.8988 -2.7917 0.030 0.078 -0.024 0.02

---

# 2
83
Properties=species:S:1:pos:R:3:forces:R:3:mulliken_charge:R:1 method="wB97M-V/def2-TZVPD" de_lowest_kcal_mol=0.0 total_charge=+1 e_tot_ha=-1617.58611 gap_ev=10.1509 max_force_ev_per_a=4.6 smiles="[H]/N=C(/C)C[C@@H]1[N@@H+](CCC)[C@@](CCCOC)(CCC(=O)O)[C@H](COO)O[C@]1(C)OC[C@@H](C)C(C)C"
C -1.2380 1.5732 -5.0388 0.599 -0.576 -0.004 -1.12
C -1.2886 0.1575 -4.2354 0.577 0.007 -1.292 -0.45
C -0.0967 0.0147 -3.1482 0.038 0.887 -2.310 -0.14
N -0.6135 -0.0352 -1.7079 0.402 -0.109 -1.034 0.90
C -0.0232 1.0567 -0.8673 0.999 2.116 -0.566 -2.21
C -0.7396 2.4516 -1.3032 0.864 0.105 -0.634 0.32
C 0.1801 3.7445 -0.9602 -2.063 1.328 1.530 0.33
C 1.7129 3.8823 -1.3513 -0.693 0.792 -0.469 -1.11
N -0.4359 4.7496 -0.3554 1.818 -2.481 -1.784 -0.76
C 0.0163 0.8222 0.7218 1.432 0.310 0.590 1.22
C 1.5430 1.1442 1.1852 -0.315 -0.734 -0.201 -0.87
O -0.9922 1.6150 1.3373 1.137 -0.052 -0.606 -0.08
C -0.6021 2.6851 2.2017 -0.867 2.017 2.285 -0.83
C -0.2806 2.2584 3.7476 0.605 -0.122 -0.053 0.57
C -0.5900 0.7196 4.0600 0.050 0.028 0.919 -1.25
C 1.2314 2.7138 4.1793 -0.501 0.482 1.322 0.60
C 1.1136 4.0955 5.0261 0.488 -0.014 -0.258 -1.28
C 1.9552 1.6561 5.1485 0.648 0.806 -0.323 -1.32
O -0.1775 -0.5365 1.1738 -0.768 0.505 -1.697 -0.25
C -1.0681 -1.3246 0.3752 -0.313 -1.874 -0.461 -0.59
C -2.6084 -0.9296 0.4351 0.218 1.849 0.089 -0.61
O -2.9597 -0.7794 1.8523 2.068 -1.407 -1.726 -0.16
O -4.0769 -0.0008 1.9337 -1.602 1.569 -0.130 -0.46
C -0.4521 -1.4410 -1.1289 -1.022 -1.044 1.387 0.84
C -1.3469 -2.3947 -2.0496 -0.985 0.058 -0.235 -0.91
C -1.8943 -3.7377 -1.3926 0.065 -0.848 -0.115 -1.15
C -0.8132 -4.7273 -0.7646 -1.657 -0.842 -0.109 -0.47
O -0.2691 -5.5840 -1.8190 0.803 0.599 2.331 -0.43
C 0.6052 -6.5350 -1.1376 0.436 -1.049 0.424 -0.70
C 1.0726 -1.8808 -0.9365 0.744 -0.104 -0.030 -1.63
C 1.6755 -2.9130 -2.0012 1.963 0.286 1.195 0.28
C 3.2452 -2.5282 -2.1700 0.919 -0.006 -3.174 0.48
O 3.7237 -2.5174 -3.3242 -1.402 0.144 4.357 -0.57
O 4.0674 -2.1606 -1.0701 -1.975 -0.870 -1.244 -0.50
H -0.1250 1.8308 -5.2118 -1.736 -0.280 0.345 0.29
H -1.6754 1.4515 -6.0977 0.391 0.255 1.868 0.38
H -1.7383 2.4232 -4.4666 0.608 -1.139 -0.928 0.26
H -1.0843 -0.6358 -5.0496 -0.399 1.085 1.426 0.39
H -2.3242 -0.0811 -3.8260 1.320 0.435 -0.359 0.27
H 0.5817 0.9281 -3.3242 -1.012 -1.417 0.770 0.49
H 0.5100 -0.8946 -3.4398 -0.736 1.014 0.989 0.16
H -1.6233 0.2085 -1.8191 0.725 -0.694 0.425 0.78
H 1.0660 1.1850 -1.2297 -1.711 -0.497 0.691 0.40
H -0.8809 2.5195 -2.4495 0.434 -0.543 1.625 -0.22
H -1.8003 2.5474 -0.8787 1.739 -0.071 -0.232 0.31
H 2.0059 4.9757 -1.1432 -0.504 -1.767 -0.139 0.38
H 2.4231 3.1933 -0.7925 -1.043 0.753 -0.768 0.25
H 1.8306 3.7485 -2.4872 -0.127 -0.075 1.656 0.30
H -1.4293 4.5116 -0.2069 0.536 0.088 0.006 0.32
H 1.8309 2.2327 1.0441 -0.536 -1.391 0.502 0.18
H 1.6214 0.7566 2.2507 0.017 0.964 -1.266 0.03
H 2.3063 0.5328 0.5708 -1.457 0.809 0.780 0.22
H 0.1854 3.4179 1.7894 -1.001 -1.540 0.437 0.19
H -1.5406 3.3558 2.3114 1.311 -1.210 -0.565 0.18
H -0.9626 2.8657 4.4544 0.852 -0.923 -1.412 0.54
H -1.6288 0.3856 3.7197 1.561 0.532 0.247 0.26
H -0.5776 0.6118 5.2077 -0.079 0.113 -1.782 0.43
H 0.2093 -0.0097 3.6795 -1.303 1.127 0.337 0.09
H 1.8710 2.9729 3.2665 -0.818 -0.665 1.236 0.00
H 2.0626 4.2816 5.6548 -1.409 -0.290 -1.097 0.37
H 0.2350 4.0960 5.7511 1.076 -0.130 -0.990 0.32
H 0.9992 4.9695 4.3031 0.016 -1.023 1.019 0.31
H 2.3369 0.7288 4.5992 -0.790 1.087 0.844 0.24
H 2.8974 2.1891 5.5508 -1.480 -0.951 -0.480 0.43
H 1.2723 1.3934 6.0332 1.151 0.278 -1.382 0.24
H -0.9942 -2.3999 0.7917 -0.046 1.780 -0.472 0.74
H -3.3216 -1.6070 -0.1348 1.042 0.525 0.910 0.38
H -2.7594 0.1319 -0.0096 0.303 -1.448 0.508 0.14
H -3.7643 0.9267 1.7996 0.023 -0.700 0.273 0.39
H -0.8695 -2.6748 -3.0562 -0.403 0.545 1.652 0.36
H -2.2799 -1.7741 -2.3414 1.337 -0.984 0.452 0.40
H -2.7126 -3.6000 -0.5998 1.313 0.206 -1.134 0.28
H -2.4111 -4.3290 -2.2406 0.876 0.902 1.334 0.49
H -0.0151 -4.2418 -0.1121 -0.813 -0.414 -1.038 0.41
H -1.3936 -5.4470 -0.0688 0.796 1.261 -0.840 0.57
H 1.7158 -6.3826 -1.3957 -1.702 -0.230 0.033 0.23
H 0.2551 -7.5987 -1.3913 0.727 1.593 0.159 0.29
H 0.5455 -6.4535 0.0093 -0.080 0.004 -1.685 0.31
H 1.7954 -0.9808 -0.9093 -1.476 -1.151 -0.075 0.33
H 1.2075 -2.3801 0.0958 -0.550 1.012 -1.528 0.65
H 1.2498 -2.8744 -3.0483 0.582 -0.259 1.433 0.32
H 1.6990 -3.9758 -1.5536 -0.457 1.595 -1.052 -0.17
H 3.6233 -2.3450 -0.2145 0.220 0.075 -0.702 0.40